This record from the Open Molecules 2025 dataset describes a cluster of 2 separate species, C10H16 in total in a non-equilibrium geometry. The level of theory is ωB97M-V with the def2-TZVPD basis set.

Geometry (Å):
C 0.73193 0.45227 2.88013
C 1.97430 0.05699 3.73495
C -0.17596 -0.67683 2.43343
H 0.26610 1.10420 3.65259
H 1.05567 1.18175 2.11826
H 1.73458 0.03739 4.79446
H -0.33071 -0.51200 1.36430
H -0.00700 -1.71059 2.71537
H -1.20599 -0.45210 2.77003
H 2.57833 -0.71769 3.26127
H 2.76718 0.80449 3.69019
C 1.10358 -0.01108 -3.68860
C -2.23338 0.05536 -0.85001
C -1.26373 -0.95812 -0.86164
C -1.96977 1.09469 -1.74651
C -0.28275 -1.06257 -1.80933
C -0.88446 1.09298 -2.61196
C -0.04458 -0.00680 -2.70657
H -3.12512 0.11689 -0.26244
H -1.30239 -1.64899 -0.02799
H -2.69072 1.92629 -1.72721
H 0.16225 -2.04365 -1.92910
H -0.77585 1.90379 -3.32303
H 1.56385 -0.98214 -3.52716
H 1.63784 0.91931 -3.62520
H 0.71680 0.03619 -4.71820

Cartesian forces, eV/Å:
1.379 1.139 2.494
0.798 0.715 -1.308
-1.810 1.451 -0.729
-0.570 -0.270 -0.849
-0.309 -0.788 -0.203
0.066 -1.057 -0.023
0.439 -0.823 0.000
0.688 0.067 -0.082
0.334 -0.197 0.272
-0.564 -1.015 0.670
-0.344 0.860 -0.038
-1.880 -0.608 -0.405
1.991 0.688 -1.496
-1.814 -0.121 1.453
-1.205 0.428 0.398
0.229 0.308 -0.945
-0.435 -0.028 -0.142
-0.199 0.008 0.361
-0.020 -0.306 0.633
-0.151 -0.643 -0.479
0.515 -0.230 -0.328
0.734 0.272 0.209
0.143 0.144 0.151
1.037 0.458 -0.304
1.005 -0.080 0.518
-0.056 -0.371 0.172

Values from the calculation:
- Calculated total energy: -390.57938 Ha
- Net charge: 0
- Energy above the lowest of the compared OMol25 structures with the same formula, charge and spin: 148.32 kJ/mol
- SMILES: Cc1ccccc1.CCC
- Highest occupied orbital energy: -9.0 eV

This record from the Open Molecules 2025 dataset describes a structure of composition C25H25N10O12P2SZr. The level of theory is ωB97M-V with the def2-TZVPD basis set.

Geometry (Å):
Zr -0.64921 0.27582 -0.43768
N -2.38700 4.93406 -0.05786
C -2.85459 3.53560 0.30591
C -4.23549 3.61128 0.94657
P -1.52650 2.86895 1.40786
O -1.95775 3.14231 2.87952
O -1.54737 1.36166 1.12662
O -0.30514 3.59809 1.00614
P -2.91153 2.68822 -1.36199
O -4.19150 1.76959 -1.32819
O -3.01294 3.79790 -2.33296
O -1.68685 1.76021 -1.51853
H -2.78547 5.63834 0.56049
H -2.65336 5.08096 -1.04959
H -1.35797 4.93749 0.03728
H -4.20915 4.26104 1.82372
H -4.54357 2.62431 1.28639
H -4.98600 3.97173 0.24220
H -2.65468 2.53625 3.26166
H -3.98790 0.84726 -1.06532
O 1.82218 -3.83378 5.76695
N 1.53139 -4.05798 4.61457
O 1.43242 -5.15968 4.11388
C 1.31069 -2.88684 3.73817
C 2.02675 -1.78760 4.03476
C 1.93753 -0.62520 3.20919
C 2.73105 0.51423 3.42637
C 2.62541 1.57401 2.56625
C 1.71871 1.49539 1.50368
N 0.95361 0.43673 1.29510
C 1.05877 -0.62376 2.12853
C 0.27092 -1.79618 1.84075
N -0.55353 -1.73730 0.76512
C -1.21978 -2.82144 0.40597
C -1.15446 -4.00917 1.12999
C -0.36139 -4.07641 2.24601
C 0.40555 -2.95481 2.61752
H 2.68780 -1.79478 4.89005
H 3.41909 0.53629 4.26196
H 3.21714 2.46877 2.69199
H 1.59388 2.32476 0.82185
H -1.84057 -2.73203 -0.47469
H -1.73379 -4.86214 0.80841
H -0.30515 -4.98591 2.82056
N -2.98978 -0.55837 -0.23384
C -3.33594 -0.62793 0.89564
N -3.65454 -0.77839 2.11971
C -3.77880 0.33510 2.81643
N -3.89118 1.30742 3.43430
C -0.90260 -3.21802 -3.63568
N -1.08446 -1.89229 -4.21494
C -1.10138 -0.78951 -3.46554
N -1.21056 0.41201 -4.04373
O -0.98538 -0.90797 -2.21074
H -0.72061 -3.91795 -4.44617
H -1.79423 -3.53323 -3.09328
H -0.04297 -3.22386 -2.96847
H -1.22278 -1.80887 -5.20661
H -1.36613 0.50796 -5.03107
H -1.33244 1.21675 -3.44371
O 2.19619 -3.05130 -1.92009
S 2.61563 -1.97073 -1.08041
O 3.04928 -2.25653 0.25633
N 1.43865 -0.81866 -1.01804
C 1.82083 0.31542 -1.55076
O 0.99776 1.28972 -1.50074
C 3.18494 0.32584 -2.11686
C 3.86831 1.34588 -2.75089
C 5.16236 1.07982 -3.18514
C 5.74177 -0.16868 -2.98509
C 5.05125 -1.19497 -2.34489
C 3.77106 -0.91580 -1.92083
H 3.40482 2.31174 -2.90068
H 5.72806 1.85322 -3.68661
H 6.75001 -0.34880 -3.33323
H 5.50265 -2.16527 -2.18959

Cartesian forces, eV/Å:
-0.608 -0.262 -0.199
0.018 -0.035 0.072
0.115 0.124 -0.013
-0.011 -0.033 -0.044
-0.449 0.067 -0.365
-0.033 -0.018 0.258
0.271 -0.390 0.166
0.317 0.278 0.030
-0.049 -0.058 -0.102
-0.001 0.012 0.004
-0.005 0.002 0.026
0.115 -0.007 0.143
-0.014 0.017 -0.025
-0.048 0.045 -0.082
0.018 0.015 0.045
-0.010 -0.008 -0.001
-0.005 0.034 -0.012
0.010 0.015 -0.013
0.064 0.036 -0.135
0.027 -0.039 0.015
0.006 -0.006 -0.020
-0.029 0.003 0.005
0.008 0.009 -0.001
0.015 0.009 0.021
-0.039 -0.031 -0.044
0.018 -0.030 0.056
-0.009 0.042 -0.032
-0.013 -0.048 0.016
0.016 0.020 0.037
0.029 0.004 0.036
-0.013 -0.021 -0.047
0.055 0.036 -0.025
0.076 0.069 0.120
-0.029 -0.051 0.009
0.037 0.008 0.015
-0.020 0.014 -0.051
0.033 -0.018 0.041
0.001 -0.001 0.006
-0.003 -0.003 0.000
-0.003 0.000 -0.006
-0.003 0.000 -0.002
0.001 -0.003 0.013
-0.001 0.002 0.001
0.002 -0.007 0.009
0.161 0.150 0.365
0.142 -0.100 -0.446
-0.037 0.007 -0.116
-0.069 0.064 0.049
0.069 -0.062 0.106
-0.002 -0.012 0.002
-0.001 -0.010 -0.007
0.002 -0.068 0.026
0.001 -0.001 -0.014
-0.007 0.206 0.127
0.000 -0.001 0.000
-0.003 0.005 -0.003
0.006 0.003 -0.004
0.001 -0.002 -0.008
0.006 0.009 -0.006
-0.003 0.009 0.025
-0.006 -0.006 -0.018
-0.019 -0.002 0.084
0.012 -0.009 -0.013
-0.041 0.000 -0.123
0.079 0.038 -0.024
-0.122 -0.020 0.057
-0.065 0.016 0.023
0.017 -0.009 0.003
-0.022 0.029 -0.002
0.018 -0.029 0.002
-0.024 -0.002 0.008
0.053 -0.003 -0.025
0.005 0.000 0.000
0.000 -0.003 0.002
-0.002 0.008 -0.001
-0.002 0.001 0.001

Values from the calculation:
- Calculated total energy: -3546.35984 Ha
- Net charge: +1
- Energy above the lowest of the compared OMol25 structures with the same formula, charge and spin: 26.56 kJ/mol
- Highest occupied orbital energy: -12.0 eV

This record from the Open Molecules 2025 dataset describes an isolated molecule of C5H7NO2 in a non-equilibrium geometry. The level of theory is ωB97M-V with the def2-TZVPD basis set.

Geometry (Å):
C 0.57613 1.28740 1.37688
C 0.49014 1.28344 -0.13863
C 1.60432 0.54328 1.83902
C -1.18697 -0.73372 -1.39239
C -1.09368 -1.89241 -0.38240
N -0.30162 0.48935 -1.08037
O 1.15658 2.11097 -0.67874
O -1.91579 -2.77160 -0.20202
H 2.00521 0.36354 2.83381
H 2.32072 0.03707 1.09010
H -2.22214 -0.48706 -1.23805
H -1.03630 -1.06485 -2.37785
H -0.17238 -1.97446 0.20151
H -0.10346 1.02403 -1.88954
H -0.12076 1.78504 2.03867

Cartesian forces, eV/Å:
0.956 -2.773 0.226
-1.862 -0.971 -0.057
1.070 -0.354 -1.637
0.178 1.217 3.806
0.413 -1.280 0.057
-0.028 -0.764 1.160
0.976 1.219 -0.806
0.348 1.497 -0.762
-0.785 0.537 0.200
-1.424 0.820 0.926
-0.644 0.588 -0.494
0.483 -0.323 -1.248
0.431 0.418 0.172
0.004 0.034 -1.204
-0.115 0.134 -0.340

Values from the calculation:
- Calculated total energy: -399.86483 Ha
- Net charge: 0
- Energy above the lowest of the compared OMol25 structures with the same formula, charge and spin: 264.47 kJ/mol
- SMILES: C=CC(=O)NCC=O
- Highest occupied orbital energy: -9.9 eV

This record from the Open Molecules 2025 dataset describes a structure of composition C19H25CoN3SSi in a non-equilibrium geometry. The level of theory is ωB97M-V with the def2-TZVPD basis set.

Geometry (Å):
C 2.23705 -1.27178 3.90244
C 0.97140 -1.56833 3.29081
C 1.23426 -2.26508 2.07726
H -0.00288 -1.32984 3.72211
C 2.64357 -2.39265 1.93843
C 3.26029 -1.80832 3.07072
H 4.32423 -1.77931 3.29333
H 2.39565 -0.82520 4.87923
H 0.48502 -2.64529 1.38364
H 3.17948 -2.86344 1.11745
Co 2.07495 -0.46147 2.13100
C 0.95600 0.27995 0.53308
H 1.24770 -0.26674 -0.38771
H 1.13260 1.36389 0.37754
H -0.12391 0.09469 0.72600
Si -1.19309 1.14361 -2.42501
C -2.91943 1.45670 -1.83704
C -3.51190 0.46388 -1.04025
H -2.98845 -0.47569 -0.85836
C -4.77852 0.65229 -0.47397
H -5.19942 -0.11427 0.18128
C -5.49805 1.82276 -0.74080
H -6.47435 1.98446 -0.27609
C -4.95607 2.78335 -1.60771
H -5.53363 3.68728 -1.83359
C -3.68689 2.59060 -2.16977
H -3.29357 3.32167 -2.87898
C -1.15868 -0.47675 -3.31784
C -2.23975 -1.05776 -4.01134
H -3.17788 -0.51391 -4.13987
C -2.13570 -2.34700 -4.55831
H -2.99440 -2.81187 -5.05779
C -0.92944 -3.05678 -4.46997
H -0.85126 -4.07377 -4.87030
C 0.18026 -2.44571 -3.87073
H 1.13395 -2.97906 -3.82561
C 0.07012 -1.15973 -3.33233
H 0.95407 -0.67893 -2.91603
H -0.20157 1.25394 -1.32371
H -0.79501 2.21708 -3.39587
N 1.86620 1.29546 3.21760
N 3.13104 1.77203 3.69429
C 4.20615 1.48461 2.95179
N 5.41276 1.93714 3.36837
S 3.94935 0.61010 1.50761
H 1.44087 1.98407 2.58302
H 1.20978 1.19668 3.99951
H 3.16070 2.43723 4.47276
H 6.23779 1.66137 2.85295
H 5.54863 2.17388 4.34679

Cartesian forces, eV/Å:
0.452 -2.616 1.891
-0.789 -1.521 1.559
-1.000 -1.875 0.313
0.379 -0.062 -0.322
0.485 -1.647 0.196
0.410 -1.698 1.913
-0.355 0.072 -0.243
-0.076 0.047 -0.307
0.302 0.285 0.202
-0.238 0.241 0.150
-0.547 6.621 -5.283
-0.732 -0.261 -0.242
-0.151 0.291 0.523
-0.011 -0.591 0.140
0.629 0.156 -0.240
-0.057 1.066 -0.936
-0.769 -0.007 0.027
-0.429 0.347 0.284
-0.028 0.199 0.055
0.074 0.090 -0.126
0.086 0.230 -0.257
0.392 0.032 -0.117
0.330 -0.059 -0.218
-0.044 -0.171 0.069
0.280 -0.398 0.011
-0.089 -0.160 0.357
-0.045 -0.109 0.311
0.488 -0.752 -0.485
0.130 -0.360 0.120
0.205 -0.144 0.270
0.254 0.096 0.006
0.355 0.311 0.205
-0.035 0.344 0.234
-0.040 0.457 0.151
-0.095 -0.036 -0.175
-0.301 0.210 -0.064
-0.343 -0.534 -0.055
-0.101 -0.158 0.096
-0.261 -0.244 -0.281
-0.138 -0.098 0.217
-0.196 1.812 0.938
-0.814 0.178 0.697
0.556 -0.056 -0.605
-0.794 -0.434 0.093
2.185 1.227 -0.206
0.339 -0.095 0.098
0.508 0.021 -0.077
-0.118 -0.358 -0.527
-0.233 0.006 -0.009
-0.011 0.102 -0.349

Values from the calculation:
- ⟨S²⟩: 6.0174
- Calculated total energy: -2973.30959 Ha
- Net charge: +1
- Energy above the lowest of the compared OMol25 structures with the same formula, charge and spin: 108.38 kJ/mol
- Highest occupied orbital energy (spin up / spin down): -10.3 / -10.8 eV
- Multiplicity: 5